DFT (ωB97M-V/def2-TZVPD) results for 2 unconnected molecules or ions with the total composition C4H6ClF in a non-equilibrium geometry.

Geometry as XYZ:
```
12
Properties=species:S:1:pos:R:3:forces:R:3
C -0.072 -0.112 -0.029 0.676 0.417 -0.920
C 2.216 -0.668 0.343 -0.749 -1.976 -1.460
C -0.612 1.070 -0.768 0.331 -1.396 1.942
C -1.067 -0.876 0.749 -0.378 1.407 -2.021
F 2.528 -1.304 -0.904 -0.580 1.335 1.827
Cl 2.852 0.927 0.238 0.441 0.919 -0.345
H -1.734 0.951 -0.945 1.452 0.852 -0.035
H 0.069 1.434 -1.545 -0.534 -0.028 -0.026
H -0.342 1.722 0.164 -0.756 -0.407 -1.073
H -0.745 -0.786 1.756 -0.015 -0.166 1.212
H -1.041 -1.910 0.444 0.264 -0.516 0.048
H -2.052 -0.449 0.496 -0.152 -0.440 0.851
```
Positions in Å, forces in eV/Å.

Results
HOMO energy: -8.13 eV

---

DFT (ωB97M-V/def2-TZVPD) results for a molecular structure, C50H28F5IrN4Se in a non-equilibrium geometry.

Geometry as XYZ:
```
89
Properties=species:S:1:pos:R:3:forces:R:3
Ir -0.177 -0.017 -0.469 1.819 -0.286 0.731
C 3.407 2.535 -6.786 -0.054 -0.001 0.035
C 4.051 2.555 -5.556 0.046 0.046 -0.024
C 3.396 2.117 -4.414 0.017 -0.027 0.007
C 2.091 1.639 -4.491 0.138 -0.049 -0.046
C 1.456 1.609 -5.731 -0.042 0.072 0.021
C 2.105 2.062 -6.870 0.014 -0.009 0.011
C 1.377 1.146 -3.280 -0.182 -0.158 0.083
C 1.107 -0.218 -3.202 0.006 0.293 -0.101
C 1.525 -1.195 -4.168 -0.059 -0.124 -0.004
C 0.980 -2.376 -3.799 0.027 0.146 -0.171
C 0.240 -2.142 -2.586 -0.013 -0.189 0.225
N 0.350 -0.829 -2.236 0.119 -0.200 -0.138
C -0.369 -3.154 -1.829 0.174 0.145 0.021
C -0.709 -3.017 -0.482 -0.034 0.005 -0.120
C -1.016 -4.103 0.416 -0.070 0.017 0.006
C -1.101 -3.585 1.657 0.034 -0.027 -0.038
C -0.976 -2.153 1.535 0.004 -0.042 0.171
C -1.224 -1.243 2.563 -0.057 0.144 -0.092
C -1.618 -1.740 3.913 -0.137 0.083 0.133
C -2.624 -2.690 4.094 -0.064 0.119 -0.030
C -3.034 -3.059 5.367 -0.056 -0.041 -0.019
C -2.461 -2.481 6.489 0.076 0.002 0.006
C -1.454 -1.540 6.328 -0.058 0.034 -0.027
C -1.049 -1.173 5.056 0.142 -0.158 -0.053
C -1.244 0.152 2.382 0.017 -0.280 -0.131
N -0.819 0.811 1.262 -0.391 0.135 0.027
C -1.066 2.147 1.462 0.184 0.214 -0.181
C -0.741 3.181 0.581 -0.038 -0.092 -0.004
C -1.082 4.572 0.992 -0.045 -0.004 -0.020
C -0.567 5.127 2.163 0.055 0.044 -0.104
C -0.943 6.402 2.559 0.055 0.014 0.028
C -1.838 7.138 1.795 -0.075 -0.053 0.006
C -2.339 6.600 0.618 0.031 -0.004 -0.076
C -1.953 5.331 0.212 -0.054 -0.034 0.162
C -0.118 3.010 -0.655 0.287 0.082 0.225
C 0.398 4.083 -1.470 -0.004 -0.081 0.040
C 1.041 3.514 -2.514 -0.056 0.007 -0.046
C 0.921 2.088 -2.361 -0.090 0.031 -0.127
N 0.214 1.812 -1.224 -0.076 0.141 0.006
C -1.699 2.325 2.738 -0.041 -0.133 0.035
C -1.805 1.102 3.304 0.003 0.251 0.066
N -0.700 -1.844 0.228 0.064 -0.013 0.032
C -0.613 -4.437 -2.544 0.051 -0.121 -0.038
C -0.160 -5.675 -2.090 0.170 -0.008 -0.067
C -0.424 -6.834 -2.806 0.020 -0.069 -0.022
C -1.115 -6.780 -4.007 -0.042 0.081 0.033
C -1.544 -5.550 -4.487 0.031 -0.078 -0.011
C -1.302 -4.396 -3.760 -0.104 0.011 0.069
H 3.918 2.889 -7.672 0.000 -0.015 0.000
H 5.069 2.916 -5.489 -0.007 -0.004 0.024
H 3.904 2.128 -3.457 -0.030 0.014 0.010
H 0.439 1.239 -5.793 0.011 -0.007 -0.004
H 1.589 2.048 -7.822 0.018 -0.008 -0.001
H 2.164 -0.994 -5.012 -0.008 -0.010 0.004
H 1.110 -3.332 -4.278 -0.060 -0.006 0.015
H -1.126 -5.135 0.138 0.020 0.003 0.014
H -1.222 -4.126 2.579 -0.076 0.010 -0.010
H -3.125 -3.111 3.232 0.000 0.004 0.001
H -3.821 -3.794 5.478 -0.016 0.026 0.000
H -2.803 -2.753 7.479 0.029 -0.035 -0.008
H -0.991 -1.077 7.190 0.001 -0.025 0.001
H -0.269 -0.434 4.933 -0.110 0.023 0.034
H 0.142 4.557 2.751 -0.030 -0.006 0.019
H -0.533 6.823 3.469 -0.013 -0.010 -0.004
H -2.157 8.119 2.122 0.057 0.018 -0.018
H -3.036 7.166 0.013 0.010 0.009 0.018
H -2.349 4.905 -0.702 -0.019 0.010 0.007
H 0.299 5.130 -1.241 -0.006 0.003 -0.037
H 1.532 4.006 -3.338 0.039 -0.004 0.033
H -2.038 3.263 3.143 -0.021 -0.006 -0.021
H -2.261 0.883 4.254 0.013 -0.106 -0.028
H 0.452 -5.736 -1.200 -0.052 0.044 0.034
H -0.070 -7.787 -2.433 0.033 0.025 0.008
H -1.314 -7.685 -4.565 0.017 0.004 -0.001
H -2.061 -5.492 -5.437 -0.045 0.029 0.036
H -1.650 -3.442 -4.133 -0.007 -0.002 0.005
F 2.171 -0.041 6.248 -0.072 -0.023 0.024
C 2.143 -0.104 4.920 0.108 0.025 -0.102
C 2.094 -1.329 4.282 0.068 -0.145 0.072
F 2.037 -2.450 5.003 0.051 0.020 0.007
C 2.081 -1.381 2.900 -0.054 0.122 -0.242
F 2.038 -2.578 2.320 0.036 -0.066 0.101
C 2.105 -0.229 2.121 0.062 0.027 0.325
Se 2.270 -0.315 0.237 -1.685 0.176 -0.757
C 2.110 0.990 2.794 -0.028 -0.143 -0.192
F 2.090 2.129 2.105 0.047 0.074 0.089
C 2.136 1.061 4.173 -0.005 0.116 0.066
F 2.159 2.242 4.795 -0.022 0.000 -0.010
```
Positions in Å, forces in eV/Å.

Results
HOMO energy: -7.15 eV

---

DFT (ωB97M-V/def2-TZVPD) results for a gas-phase ion, C2H3N6O2 (charge -1) in a non-equilibrium geometry.

Geometry as XYZ:
```
13
Properties=species:S:1:pos:R:3:forces:R:3
C -0.626 -0.581 0.489 1.797 1.953 -0.436
C 0.854 0.216 -1.370 0.382 0.356 -0.428
N -2.368 -1.682 0.635 -0.792 -0.241 -0.266
N -1.848 -0.653 -0.017 0.567 0.627 -0.203
N -0.360 -1.507 1.396 0.538 0.506 -0.258
N -1.498 -2.182 1.459 -0.010 -0.596 0.538
N 0.417 0.429 -0.019 -2.521 -3.245 0.515
N 0.742 1.513 0.658 0.044 0.419 0.345
O 0.264 1.676 1.762 -0.242 -0.027 0.350
O 1.534 2.289 0.131 0.349 0.402 -0.199
H 0.003 0.281 -2.052 0.018 -0.011 0.040
H 1.590 0.981 -1.619 -0.096 -0.205 -0.052
H 1.299 -0.778 -1.454 -0.034 0.060 0.052
```
Positions in Å, forces in eV/Å.

Results
HOMO energy: -5.60 eV
Total charge: -1

---

DFT (ωB97M-V/def2-TZVPD) results for C4H7OP in the gas phase in a non-equilibrium geometry.

Geometry as XYZ:
```
13
Properties=species:S:1:pos:R:3:forces:R:3
C 0.349 -0.420 -1.233 1.418 -0.308 0.317
C 1.325 0.080 -0.397 2.930 -0.810 -1.178
C -1.068 -0.295 -0.799 3.165 4.873 1.885
C 1.217 0.901 0.780 -3.376 0.380 0.556
O -1.402 -1.765 1.544 -0.025 -1.911 0.848
P -1.083 -0.434 1.072 0.633 3.300 -0.641
H 0.551 -1.050 -2.163 0.063 0.993 1.596
H 2.460 -0.201 -0.517 -2.296 0.187 -0.460
H -1.294 0.856 -0.932 -0.580 -2.260 0.040
H -1.596 -1.014 -1.255 -2.767 -1.992 -1.631
H 1.974 0.909 1.595 -0.591 -0.334 -0.904
H 0.655 1.907 0.714 0.726 -1.713 0.073
H -2.086 0.526 1.589 0.702 -0.404 -0.502
```
Positions in Å, forces in eV/Å.

Results
HOMO energy (alpha / beta): -8.22 / -8.22 eV

---

For each record above, in turn, the calculated E values are -19478.691, -140039.668, -15155.397, -15594.504 eV.